# C23H15ClF3IrN2O4SSe

C23H15ClF3IrN2O4SSe as an isolated structure (ωB97M-V/def2-TZVPD, the OMol25 dataset).

The lowest unoccupied orbital energy (alpha / beta) is -0.61 / -2.62 eV. As for the HOMO-LUMO gap (alpha / beta): 5.1 / 5.5 eV. Its spin multiplicity is 5. Its expectation value of S² is 6.060. For the HOMO energy (alpha / beta), the calculation gives -5.730 / -8.083 eV. The total charge is 0.

Each line ends with the Löwdin spin population.
Positions of all 51 atoms, in Å:
Ir: 0.06257 -0.28655 0.12372  1.33
Cl: 5.76258 4.19486 -0.48026  0.00
C: 4.61805 2.88565 -0.36821  0.04
C: 5.08458 1.57554 -0.34391  0.09
C: 4.15823 0.55598 -0.25232  0.03
C: 2.79393 0.81108 -0.18130  0.07
O: 1.99448 -0.26723 -0.09599  0.25
C: 2.31428 2.14199 -0.20373  0.06
C: 0.94602 2.53183 -0.14119  0.31
N: -0.10357 1.69044 0.02560  0.15
C: -1.40399 2.13971 0.10310  0.03
C: -1.83199 3.45880 0.03828  0.10
C: -3.20401 3.75916 0.10894  0.00
C: -4.16174 2.78940 0.24147  0.09
C: -3.76473 1.43208 0.32066  0.00
C: -4.65817 0.34657 0.44751  0.04
C: -4.18936 -0.93756 0.50328  -0.01
C: -2.81256 -1.16898 0.44573  0.05
N: -1.95266 -0.17250 0.34262  0.00
C: -2.39462 1.12454 0.26190  0.02
C: 3.27696 3.16720 -0.30305  0.07
H: 6.14491 1.37095 -0.39610  0.01
H: 4.46831 -0.48230 -0.23810  0.00
H: 0.73477 3.58647 -0.23043  0.02
H: -1.12276 4.26468 -0.07252  0.01
H: -3.50866 4.79710 0.05091  0.00
H: -5.21337 3.04083 0.28291  0.00
H: -5.72311 0.54623 0.49364  0.00
H: -4.86095 -1.78026 0.58649  0.00
H: -2.39454 -2.16643 0.48675  0.00
H: 2.94907 4.19950 -0.32693  0.00
Se: 1.04517 0.53574 2.80488  0.84
C: 0.32141 0.21848 4.49317  0.09
C: 0.79439 0.95517 5.58513  0.07
C: 0.26451 0.72795 6.84389  -0.01
C: -0.72158 -0.23780 7.01950  0.08
C: -1.18945 -0.97455 5.93645  -0.01
C: -0.67692 -0.74594 4.67167  0.06
H: 1.56989 1.69545 5.43638  0.00
H: 0.62331 1.29866 7.69045  0.00
H: -1.12678 -0.41851 8.00696  0.00
H: -1.95572 -1.72513 6.07954  0.00
H: -1.03790 -1.30740 3.81923  0.00
F: 2.08311 -1.64448 -2.55255  0.00
C: 1.55604 -2.81629 -2.24479  0.00
F: 2.35458 -3.44883 -1.39529  0.00
F: 1.44213 -3.53335 -3.35754  0.00
S: -0.12718 -2.62652 -1.49153  0.01
O: -0.81666 -3.83081 -1.81652  0.01
O: -0.64029 -1.36572 -2.03339  0.09
O: 0.12190 -2.43712 -0.02031  0.00



# C4H23O13

A 10-piece molecular cluster, C4H23O13 overall at a distorted geometry (ωB97M-V/def2-TZVPD, the OMol25 dataset).

The lowest unoccupied orbital energy (alpha / beta) is -0.77 / -5.96 eV. As for the HOMO-LUMO gap (alpha / beta): 10.1 / 4.9 eV. Its spin multiplicity is 2. Its expectation value of S² is 0.755. For the HOMO energy (alpha / beta), the calculation gives -10.895 / -10.895 eV. The total charge is 0.

Each line ends with the natural charge from an NBO analysis.
Positions of all 40 atoms, in Å:
O: 0.95697 0.37463 -2.18620  -0.68
C: 0.76098 1.43669 -1.52035  0.77
O: -0.18315 2.25792 -1.72616  -0.17
C: 1.77512 1.87631 -0.51221  -0.52
C: 1.50116 1.18595 0.82142  -0.54
C: 2.43008 1.52957 1.95771  0.80
O: 1.88281 1.05612 3.11037  -0.70
O: 3.50992 2.10466 1.98035  -0.55
H: 1.99625 2.97869 -0.55498  0.28
H: 2.74623 1.37971 -0.69658  0.29
H: 0.44591 1.32492 1.11121  0.25
H: 1.74157 0.07203 0.73142  0.27
H: 1.18570 0.26413 3.03222  0.53
H: -1.37876 -3.96460 1.70835  0.48
H: -0.44745 -2.79766 2.30227  0.48
O: -0.90432 -3.64935 2.57310  -0.96
H: -1.70518 -0.73235 1.77578  0.50
H: -0.39848 -0.58511 0.80903  0.49
O: -0.71038 -0.51657 1.76762  -1.04
H: -0.15246 0.74451 -3.56562  0.47
H: -1.30100 1.36940 -3.06936  0.45
O: -1.06152 0.93903 -3.84700  -0.89
H: -1.43488 -2.54265 -0.01390  0.45
H: -2.92513 -2.36565 -0.29660  0.49
O: -2.14965 -2.34894 0.41042  -0.94
H: 0.03290 3.79173 0.15693  0.44
H: -0.63219 3.62193 1.51307  0.47
O: -0.29450 4.38860 1.00738  -0.90
H: -3.01046 1.85710 2.58929  0.47
H: -2.76320 1.52045 1.18406  0.46
O: -3.23519 2.17041 1.75240  -0.92
H: 1.69713 -3.42598 -1.29404  0.46
H: 2.23493 -3.87621 0.05461  0.47
O: 1.66762 -4.17219 -0.70858  -0.93
H: -0.26642 -1.51224 -0.97911  0.48
H: 0.90143 -0.68716 -1.12127  0.49
O: 0.44024 -1.19707 -0.41912  -0.97
H: -1.68109 -1.21837 -3.75069  0.51
H: -0.35459 -0.98608 -2.83317  0.46
O: -0.91694 -1.66635 -3.25410  -0.97



# C11H15Br9O4

C11H15Br9O4 as an isolated structure at a distorted geometry (ωB97M-V/def2-TZVPD, the OMol25 dataset).

The lowest unoccupied orbital energy is -0.61 eV. As for the HOMO-LUMO gap: 9.5 eV. Its spin multiplicity is 1. For the HOMO energy, the calculation gives -10.146 eV. The energy above the lowest of the compared OMol25 structures with the same formula, charge and spin comes out at 0.00 kJ/mol. The total charge is 0.

Each line ends with the natural charge from an NBO analysis.
Positions of all 39 atoms, in Å:
O: -8.56740 -4.06033 13.27427  -0.56
C: -9.63641 -4.57859 13.17607  0.79
O: -10.76624 -3.87795 12.97426  -0.49
C: -11.91259 -4.72136 12.91356  -0.07
C: -11.37659 -6.13774 12.71017  -0.44
C: -9.92858 -6.08715 13.26124  -0.53
H: -12.57157 -4.41458 12.10720  0.20
H: -12.41647 -4.63108 13.88208  0.18
H: -11.32654 -6.38381 11.64945  0.21
H: -11.99233 -6.86759 13.23062  0.22
H: -9.22586 -6.51580 12.55646  0.24
H: -9.85592 -6.38743 14.30055  0.24
O: -22.38301 -7.07728 11.48219  -0.55
C: -22.16765 -6.35352 12.40494  0.79
O: -21.59911 -5.14402 12.22770  -0.49
C: -21.45149 -4.41446 13.43355  -0.06
C: -22.41680 -5.12271 14.39765  -0.43
C: -22.42203 -6.55353 13.91244  -0.53
H: -21.69208 -3.35302 13.35976  0.20
H: -20.40146 -4.41762 13.74983  0.17
H: -23.36608 -4.59101 14.34581  0.22
H: -22.01686 -5.03899 15.41204  0.22
H: -23.37760 -7.05942 14.01503  0.24
H: -21.61885 -7.09044 14.41237  0.24
C: -14.27093 -10.38386 10.47934  -0.48
Br: -16.12594 -9.97982 10.90853  0.07
Br: -14.12882 -11.55876 8.94552  0.11
Br: -13.39936 -11.09983 12.08337  0.08
H: -13.82664 -9.41960 10.28248  0.22
C: -17.63166 -5.28735 8.52188  -0.47
Br: -17.63753 -7.13673 9.17383  0.07
Br: -18.71685 -4.02759 9.50117  0.12
Br: -18.15400 -5.18661 6.61255  0.06
H: -16.59200 -5.00190 8.54499  0.22
C: -16.08114 -6.35100 12.41356  -0.46
Br: -15.23492 -5.04677 11.22315  0.07
Br: -17.80065 -5.62470 13.04260  0.08
Br: -14.93641 -6.78745 13.94474  0.08
H: -16.25552 -7.24836 11.83675  0.23



# C11H29N3O9P

A 4-piece molecular cluster, C11H29N3O9P overall at a distorted geometry (ωB97M-V/def2-TZVPD, the OMol25 dataset).

The lowest unoccupied orbital energy is 1.97 eV. As for the HOMO-LUMO gap: 5.8 eV. Its spin multiplicity is 1. For the HOMO energy, the calculation gives -3.804 eV. The total charge is -1.

Each line ends with the natural charge from an NBO analysis.
Positions of all 53 atoms, in Å:
C: 1.16038 -0.49581 1.61229  -0.64
C: 2.10344 0.52183 0.89898  -0.19
C: 2.29804 0.19440 -0.62440  -0.62
C: 1.74198 2.00346 1.17036  -0.23
C: 1.62885 2.29305 2.71883  -0.61
C: 0.40978 2.46409 0.48561  -0.07
O: -0.33677 1.40366 -0.08605  -0.56
C: -1.53775 1.10998 0.62475  0.36
C: -2.79446 2.01829 0.41700  -0.11
O: -3.89787 1.18641 0.82712  -0.84
P: -3.40245 -0.50117 0.95317  0.99
O: -1.91137 -0.13573 0.06936  -0.81
H: 1.66774 -1.49052 1.53841  0.22
H: 0.17402 -0.59712 1.13004  0.25
H: 1.10149 -0.28502 2.69782  0.20
H: 3.11101 0.35702 1.35054  0.18
H: 1.29406 -0.00677 -1.03827  0.24
H: 2.77598 1.06038 -1.11669  0.19
H: 2.90978 -0.72353 -0.72468  0.20
H: 2.58169 2.63183 0.80252  0.19
H: 1.85441 3.36419 2.87872  0.20
H: 0.62911 2.01063 3.08543  0.21
H: 2.41016 1.68692 3.21794  0.20
H: -0.21194 2.96655 1.25495  0.17
H: 0.66549 3.25920 -0.25969  0.18
H: -1.28042 1.09646 1.70387  0.14
H: -2.72954 2.74575 1.26492  0.15
H: -2.92870 2.51346 -0.56081  0.17
H: -4.64702 -0.95853 1.54882  -0.16
H: -2.83029 -0.35722 2.26730  -0.16
H: -2.95752 -1.90661 1.02298  -0.21
H: -4.04452 -0.78985 -0.32095  -0.18
C: -0.58716 -4.42263 0.54801  -0.51
N: 0.55017 -4.60320 1.48556  0.54
O: 0.68843 -5.68897 2.01322  -0.41
O: 1.25936 -3.64311 1.65657  -0.37
H: -1.14058 -5.35477 0.48914  0.21
H: -1.21445 -3.62359 0.94070  0.27
H: -0.17391 -4.15492 -0.42113  0.25
C: 0.05124 6.04258 -3.06609  -0.49
N: -0.05579 5.88235 -1.59489  0.54
O: 0.93118 5.51701 -0.99814  -0.37
O: -1.12814 6.12851 -1.09594  -0.37
H: 1.06114 5.78813 -3.36985  0.23
H: -0.67189 5.37066 -3.52085  0.24
H: -0.17530 7.07965 -3.29906  0.23
C: 0.38944 -5.97639 -3.23400  -0.49
N: 1.32108 -5.03570 -2.56279  0.54
O: 0.87925 -3.96285 -2.21839  -0.36
O: 2.45968 -5.41148 -2.40742  -0.38
H: -0.58670 -5.50736 -3.30298  0.23
H: 0.79089 -6.18469 -4.22205  0.23
H: 0.34527 -6.87888 -2.62977  0.23



# C6H16O2

A 3-piece molecular cluster, C6H16O2 overall at a distorted geometry (ωB97M-V/def2-TZVPD, the OMol25 dataset).

The lowest unoccupied orbital energy is 0.72 eV. As for the HOMO-LUMO gap: 10.0 eV. Its spin multiplicity is 1. For the HOMO energy, the calculation gives -9.287 eV. The energy above the lowest of the compared OMol25 structures with the same formula, charge and spin comes out at 186.36 kJ/mol. As for the SMILES: C=C(C)CCC.O.O. The total charge is 0.

Each line ends with the natural charge from an NBO analysis.
Positions of all 24 atoms, in Å:
C: -1.69800 -0.87288 -1.22108  -0.61
C: -1.02893 -2.15261 -0.79105  -0.39
C: -0.03197 -1.78845 0.32093  -0.45
C: -0.63094 -1.40914 1.63057  -0.01
C: -1.58397 -2.12025 2.30136  -0.39
C: -0.22578 -0.13793 2.25376  -0.64
H: -2.40936 -1.08202 -2.08517  0.21
H: -0.86795 -0.27351 -1.52172  0.19
H: -2.24872 -0.28504 -0.46353  0.21
H: -1.87439 -2.81620 -0.29439  0.20
H: -0.67896 -2.79181 -1.64101  0.22
H: 0.82622 -2.54563 0.30681  0.23
H: 0.47633 -0.85729 -0.03072  0.20
H: -2.05179 -1.74540 3.17871  0.19
H: -1.89689 -3.15251 2.03957  0.20
H: -0.74342 0.08313 3.31952  0.22
H: 0.88763 0.01098 2.33465  0.20
H: -0.63624 0.82158 1.73380  0.22
H: 1.70019 3.72949 -5.49822  0.46
H: 0.69425 4.68632 -5.41145  0.46
O: 1.63219 4.71113 -5.58458  -0.92
H: 2.61163 1.06598 2.15625  0.46
H: 2.05008 2.36436 2.56249  0.46
O: 2.78768 1.99826 2.12801  -0.92



# C24H49Br4N2O2

A 3-piece molecular cluster, C24H49Br4N2O2 overall at a distorted geometry (ωB97M-V/def2-TZVPD, the OMol25 dataset).

The lowest unoccupied orbital energy is -3.21 eV. As for the HOMO-LUMO gap: 8.1 eV. Its spin multiplicity is 1. For the HOMO energy, the calculation gives -11.266 eV. The total charge is +1.

Each line ends with the Löwdin charge.
Positions of all 81 atoms, in Å:
C: -3.28508 -2.32869 -0.49628  -0.11
O: -2.74535 -1.57007 -1.61224  -0.23
C: -1.29842 -1.50950 -1.56484  -0.22
C: -0.74887 -0.02259 -1.17271  -0.17
C: 0.84447 0.10742 -1.26726  -0.21
C: 1.38969 1.57254 -1.64025  -0.19
C: 0.53677 2.79292 -1.05634  -0.19
C: 0.88954 3.14920 0.50171  -0.20
C: 1.62179 4.57352 0.51597  -0.21
C: 2.46729 4.90008 1.84079  -0.20
C: 3.36488 3.65244 2.37285  -0.21
C: 4.17825 2.91439 1.21211  -0.19
C: 4.92323 1.55887 1.65827  -0.19
C: 4.25833 0.79230 2.89652  -0.17
C: 2.88732 0.01786 2.47803  -0.20
C: 1.51521 0.51637 3.22174  -0.08
C: 0.67011 -0.72188 3.86353  -0.20
C: -0.53230 -1.05629 2.85571  -0.19
N: -0.17875 -2.07653 1.81641  0.02
N: 1.75745 -1.72709 4.05797  -0.09
C: 2.19637 -2.07963 5.46621  -0.04
C: 2.20917 -0.83484 6.47051  -0.16
O: 1.38454 -0.83817 7.42289  0.04
C: 2.93223 -1.48186 3.12289  -0.07
H: -2.66253 -3.24802 -0.22434  0.09
H: -4.30367 -2.73596 -0.85829  0.11
H: -3.51732 -1.64742 0.39699  0.10
H: -0.93333 -1.69752 -2.64049  0.13
H: -0.84203 -2.32780 -0.90689  0.11
H: -1.19837 0.71839 -1.93685  0.11
H: -1.06943 0.21746 -0.10405  0.10
H: 1.39710 -0.29454 -0.33278  0.08
H: 1.17499 -0.59048 -2.12939  0.12
H: 1.43416 1.62109 -2.79308  0.12
H: 2.49593 1.60004 -1.30402  0.10
H: 0.85314 3.72413 -1.66333  0.11
H: -0.59127 2.70326 -1.20391  0.10
H: -0.08695 3.13819 1.11726  0.12
H: 1.51927 2.27788 0.88126  0.06
H: 0.78146 5.36634 0.46777  0.12
H: 2.28524 4.76335 -0.39817  0.11
H: 3.11481 5.84913 1.73167  0.12
H: 1.73609 5.13839 2.69845  0.11
H: 2.62348 2.97197 2.93189  0.08
H: 4.12289 4.05306 3.14767  0.13
H: 3.57376 2.68776 0.27341  0.08
H: 5.01160 3.64442 0.88209  0.13
H: 6.04451 1.76250 1.78611  0.12
H: 4.84692 0.83960 0.75518  0.11
H: 4.99361 -0.05324 3.18230  0.11
H: 4.10839 1.42340 3.83291  0.11
H: 2.86820 -0.07622 1.34111  0.12
H: 1.95910 1.23461 4.01145  0.11
H: 0.78610 1.14345 2.58867  0.10
H: 0.11475 -0.31371 4.77673  0.17
H: -0.92509 -0.12894 2.29875  0.12
H: -1.42517 -1.41717 3.49387  0.14
H: -1.08621 -2.46449 1.51275  0.06
H: 0.24205 -1.61108 0.99895  0.04
H: 1.42312 -2.65362 3.71577  0.17
H: 3.23861 -2.54470 5.43955  0.15
H: 1.40412 -2.81136 5.87569  0.16
H: 2.90959 0.07399 6.33543  0.15
H: 3.93451 -1.89445 3.46641  0.14
H: 2.68135 -2.12324 2.21222  0.14
Br: -5.20236 1.13132 -6.59084  0.60
C: -4.36343 -0.49185 -5.91113  -0.71
C: -3.49642 -0.20035 -4.71254  -0.69
Br: -1.80463 0.61430 -5.24213  0.60
H: -3.81584 -0.93805 -6.74143  0.06
H: -5.19225 -1.14563 -5.63553  -0.01
H: -3.21950 -1.12530 -4.20460  0.04
H: -3.96340 0.47510 -3.99625  0.06
Br: -5.04049 -4.96431 -5.85983  0.59
C: -6.79529 -5.08926 -6.70058  -0.69
C: -7.14463 -3.81579 -7.42880  -0.68
Br: -7.68780 -2.41642 -6.18549  0.64
H: -7.50639 -5.34600 -5.91558  0.05
H: -6.71644 -5.92288 -7.40010  0.06
H: -8.00717 -3.96872 -8.07894  0.06
H: -6.31930 -3.41541 -8.01716  0.05



Number 1: energy -4959.62983 Eh. Number 2: energy -1144.15334 Eh. Number 3: energy -23895.20403 Eh. Number 4: energy -1618.94210 Eh. Number 5: energy -388.60974 Eh. Number 6: energy -11499.46114 Eh.